w) Formula: C5H7N3
Source: the Open Molecules 2025 dataset
Level of theory: ωB97M-V/def2-TZVPD

Its SMILES is c1cn2c(n1)CCN2. The LUMO energy comes out at 0.03262 Eh. The calculation puts the HOMO-LUMO gap at 9.65 eV.

Last column: Löwdin charge in e.
CARTESIAN COORDINATES (ANGSTROEM)
1 C 0.82 -0.65 1.52  -0.179
2 C 1.16 -1.16 0.17  -0.066
3 C 0.28 -0.25 -0.90  -0.170
4 C -1.42 0.82 -1.87  -0.157
5 C -1.27 1.29 -0.68  -0.166
6 H 0.08 -1.34 1.82  0.102
7 H 1.58 -0.78 2.31  0.135
8 H 2.15 -0.98 -0.12  0.092
9 H 0.89 -2.09 0.06  0.046
10 H -2.33 0.88 -2.74  0.169
11 H -1.42 2.27 -0.41  0.094
12 H -0.25 0.94 1.76  0.074
13 N -0.41 -0.27 -2.12  0.071
14 N -0.33 0.58 0.02  -0.101
15 N 0.46 0.73 1.17  0.056

x) Formula: C5H7N3
Source: the Open Molecules 2025 dataset
Level of theory: ωB97M-V/def2-TZVPD

Its SMILES is Nc1ncn2c1CC2. The LUMO energy comes out at 0.03091 Eh. The calculation puts the HOMO-LUMO gap at 8.30 eV.

Last column: Löwdin charge in e.
CARTESIAN COORDINATES (ANGSTROEM)
1 C -1.34 0.03 0.16  -0.515
2 C -0.34 1.95 -0.21  -0.031
3 C 1.85 0.23 0.12  -0.078
4 C 1.08 -1.11 -0.13  -0.095
5 C -0.16 -0.37 -0.15  -0.260
6 H -2.30 -1.98 0.11  0.146
7 H -3.23 -0.34 0.32  0.156
8 H 0.09 2.87 -0.11  0.078
9 H 2.82 0.26 -0.54  0.132
10 H 2.37 0.54 1.01  0.092
11 H 1.42 -1.55 -1.15  0.137
12 H 1.17 -1.80 0.84  0.148
13 N -2.30 -0.88 -0.17  0.029
14 N -1.58 1.35 0.03  0.107
15 N 0.48 0.80 -0.13  -0.045

Looking at the structures above, which would you pick as the most stable? I would pick w).